Record 1
10
Properties=species:S:1:pos:R:3:forces:R:3:nbo_charge:R:1 method="wB97M-V/def2-TZVPD" gap_ev=6.156 energy_ha=-155.6001 total_charge=-1 relative_energy_kcal_mol=4.7 homo_energy_ev=-2.0 spin_multiplicity=1 lumo_energy_ev=4.157
O 0.318 -1.534 2.615 -0.113 0.030 0.019 -1.371
H -0.260 -1.272 3.343 0.055 -0.046 -0.014 0.384
C -0.329 0.649 -1.383 0.242 0.254 0.512 -0.614
C 0.276 0.049 -0.088 -0.094 -0.023 -0.849 -0.619
H 0.113 1.619 -1.612 0.169 0.144 -0.007 0.179
H -1.398 0.843 -1.307 -0.126 -0.221 -0.071 0.187
H -0.108 0.026 -2.249 -0.316 -0.164 -0.051 0.184
H -0.392 -0.568 0.509 -0.037 0.078 0.131 0.275
H 1.077 -0.617 -0.392 0.308 -0.083 0.216 0.192
H 0.704 0.805 0.563 -0.088 0.030 0.114 0.203

Record 2
67
Properties=species:S:1:pos:R:3:forces:R:3:nbo_charge:R:1 method="wB97M-V/def2-TZVPD" s_squared=0.77 gap_ev="6.538 / 5.822" energy_ha=-3357.9659 total_charge=0 relative_energy_kcal_mol=3.2 homo_energy_ev="-6.0 / -5.3" spin_multiplicity=2 lumo_energy_ev="0.543 / 0.546"
V 0.154 -0.148 0.842 0.169 -0.101 0.408 1.122
O 1.308 -0.658 -1.037 0.306 -0.095 0.099 -0.752
C 2.216 -0.223 -2.053 -0.149 0.002 -0.046 -0.058
C 3.665 -0.283 -1.611 0.089 0.006 -0.021 -0.410
C 4.033 0.603 -0.412 0.066 0.024 0.050 -0.422
C 3.660 2.051 -0.578 -0.056 -0.046 -0.032 0.228
C 4.610 3.049 -0.774 0.000 -0.026 0.021 -0.251
C 4.188 4.362 -0.908 -0.014 0.000 -0.009 -0.166
C 2.832 4.640 -0.836 0.012 0.024 -0.015 -0.259
C 1.958 3.582 -0.638 0.036 -0.032 0.000 0.044
N 2.353 2.319 -0.520 0.019 0.082 -0.008 -0.441
H 0.934 -1.531 -1.224 -0.194 0.069 -0.147 0.517
H 1.930 0.793 -2.312 0.028 0.033 -0.012 0.198
H 2.070 -0.843 -2.941 0.043 -0.035 0.035 0.179
H 4.278 -0.002 -2.474 -0.003 0.051 0.018 0.210
H 3.931 -1.319 -1.377 -0.033 -0.007 0.010 0.205
H 5.108 0.520 -0.232 -0.022 0.004 -0.020 0.212
H 3.534 0.246 0.492 -0.057 0.020 -0.066 0.217
H 5.661 2.795 -0.806 0.002 0.006 -0.014 0.216
H 4.908 5.156 -1.064 -0.001 0.003 0.013 0.217
H 2.454 5.648 -0.932 0.021 0.006 0.010 0.219
H 0.890 3.755 -0.562 -0.010 -0.027 -0.015 0.196
N 1.808 -1.182 1.908 -0.032 -0.045 0.059 -0.872
C 1.509 -2.330 2.781 0.068 0.006 -0.069 -0.204
C 0.551 -1.966 3.904 0.018 -0.056 0.096 -0.421
C -0.884 -1.705 3.479 -0.064 0.056 -0.068 -0.210
N -1.014 -0.450 2.717 0.077 0.031 0.141 -0.821
H 2.522 -1.454 1.240 -0.031 0.021 -0.018 0.368
H 2.180 -0.400 2.459 -0.017 0.052 -0.037 0.426
H 2.430 -2.728 3.219 -0.018 -0.015 0.014 0.182
H 1.073 -3.120 2.164 -0.022 0.007 0.020 0.194
H 0.944 -1.104 4.456 -0.010 0.024 -0.036 0.212
H 0.538 -2.799 4.611 0.006 0.011 -0.003 0.220
H -1.525 -1.682 4.365 0.019 -0.023 0.012 0.183
H -1.238 -2.511 2.833 0.018 -0.010 0.002 0.212
H -0.748 0.329 3.317 -0.008 0.024 -0.015 0.378
H -1.994 -0.302 2.493 0.012 -0.030 -0.096 0.368
C -2.578 -3.335 -3.214 0.023 -0.004 -0.050 -1.116
Si -3.840 -2.362 -2.236 0.080 -0.032 0.039 1.646
C -4.509 -3.379 -0.817 -0.069 0.022 0.003 -1.116
C -5.262 -1.925 -3.380 -0.029 0.028 0.000 -1.118
C -3.094 -0.749 -1.606 -0.192 0.056 -0.153 -0.512
C -3.646 0.478 -1.971 0.055 0.012 0.046 -0.154
C -3.107 1.674 -1.506 0.064 0.020 0.034 -0.272
C -1.999 1.615 -0.685 0.018 0.069 -0.035 0.026
N -1.444 0.455 -0.322 -0.195 0.034 -0.081 -0.549
C -1.984 -0.707 -0.754 0.199 -0.256 0.105 0.084
S -1.144 -2.106 -0.092 -0.174 0.092 -0.129 -0.360
H -3.063 -4.166 -3.734 0.011 -0.009 0.005 0.232
H -1.801 -3.737 -2.564 -0.008 0.004 0.015 0.253
H -2.097 -2.704 -3.964 -0.020 -0.005 -0.008 0.234
H -5.069 -4.237 -1.197 0.012 -0.008 0.015 0.232
H -5.187 -2.781 -0.203 -0.008 -0.017 -0.007 0.235
H -3.705 -3.740 -0.178 0.023 -0.003 0.001 0.254
H -5.708 -2.845 -3.767 0.001 -0.003 0.003 0.239
H -4.938 -1.332 -4.237 0.014 -0.001 0.007 0.235
H -6.051 -1.372 -2.864 0.003 -0.003 0.001 0.234
H -4.511 0.510 -2.622 0.002 -0.016 0.000 0.212
H -3.531 2.632 -1.773 -0.017 -0.012 -0.011 0.217
H -1.523 2.501 -0.281 -0.032 0.012 -0.020 0.204
Cl -0.515 3.627 3.944 0.002 -0.025 -0.016 -0.071
C 1.009 3.540 3.001 0.009 0.037 0.029 -0.445
C 1.228 2.107 2.531 -0.102 -0.132 0.088 0.771
O 2.108 1.436 3.078 0.019 0.052 -0.081 -0.690
O 0.430 1.722 1.614 0.015 0.070 -0.034 -0.788
H 1.811 3.859 3.655 0.005 -0.009 -0.009 0.227
H 0.893 4.212 2.155 0.022 0.012 -0.016 0.221

Record 3
54
Properties=species:S:1:pos:R:3:forces:R:3:nbo_charge:R:1 method="wB97M-V/def2-TZVPD" gap_ev=7.948 energy_ha=-1513.1819 total_charge=+1 relative_energy_kcal_mol=23.9 homo_energy_ev=-10.7 spin_multiplicity=1 lumo_energy_ev=-2.790
C 3.136 1.891 -0.064 -0.071 0.986 -0.699 -0.224
C 1.982 2.360 0.794 -0.599 2.099 -0.350 -0.224
N 1.618 1.215 1.503 -0.090 -1.296 1.184 -0.358
C 0.681 1.222 2.600 0.156 0.160 0.128 -0.224
C 0.677 -0.201 3.112 -0.332 -1.134 0.188 -0.506
S 2.169 -1.103 2.436 -0.004 0.536 -0.110 0.396
C 2.505 0.233 1.389 0.529 0.377 -1.872 0.371
N 3.434 0.557 0.424 -0.988 -1.433 0.076 -0.400
H 2.804 1.818 -1.093 0.199 0.064 -0.325 0.223
H 3.973 2.609 0.000 -0.081 -0.677 -0.114 0.236
H 2.216 3.167 1.500 0.338 -0.077 -0.125 0.208
H 1.110 2.715 0.243 0.157 0.113 -0.322 0.222
H 1.009 1.910 3.393 0.004 0.036 -0.263 0.215
H -0.296 1.555 2.224 0.212 -0.191 0.225 0.237
H 0.721 -0.267 4.200 0.045 0.057 -0.146 0.254
H -0.209 -0.758 2.781 0.332 0.114 0.013 0.245
C 7.641 3.074 -4.928 0.041 -0.603 0.096 -0.201
C 7.032 1.808 -5.098 0.052 0.675 0.454 -0.200
C 6.604 1.088 -3.983 -0.056 0.118 -0.021 -0.195
C 6.700 1.650 -2.702 0.932 0.191 -0.077 -0.085
C 6.233 0.903 -1.505 -1.598 -0.451 -0.415 0.063
C 5.079 0.170 -1.643 0.111 1.834 1.023 -0.242
C 4.286 -0.408 -0.496 0.934 -2.000 0.915 -0.077
C 3.556 -1.698 -0.936 0.249 0.641 -0.366 -0.050
C 3.468 -2.749 -0.024 -0.461 0.249 1.182 -0.209
C 2.424 -3.660 -0.120 -0.365 -0.959 -0.871 -0.208
C 1.694 -3.759 -1.327 0.844 0.872 -0.373 -0.202
C 2.011 -2.881 -2.396 0.647 -0.161 0.627 -0.199
C 2.975 -1.861 -2.205 -1.108 -0.034 0.262 -0.203
C 6.998 1.046 -0.246 0.799 -0.587 -0.009 -0.121
C 6.382 1.032 0.999 -0.522 0.577 0.531 -0.159
C 7.092 1.082 2.192 0.546 -0.134 -0.487 -0.230
C 8.484 1.106 2.153 -0.105 0.006 0.162 -0.188
C 9.125 1.185 0.923 0.096 -0.234 -0.951 -0.205
C 8.415 1.076 -0.280 -0.755 0.459 0.595 -0.162
C 7.287 2.928 -2.535 -0.394 -0.485 -0.374 -0.206
C 7.800 3.611 -3.642 -0.299 -0.028 -0.059 -0.193
H 8.033 3.615 -5.794 -0.237 -0.215 0.325 0.227
H 6.855 1.389 -6.086 0.283 0.127 0.093 0.225
H 6.184 0.076 -4.095 0.301 0.598 -0.029 0.216
H 4.627 0.113 -2.638 0.138 0.187 0.545 0.217
H 4.971 -0.704 0.305 0.354 -0.439 -0.526 0.235
H 4.173 -2.824 0.831 -0.728 0.433 -0.400 0.222
H 2.171 -4.335 0.716 0.468 0.230 -0.615 0.228
H 0.992 -4.570 -1.499 -0.107 0.298 0.244 0.231
H 1.530 -2.979 -3.375 0.202 -0.081 0.457 0.229
H 3.215 -1.183 -3.040 -0.386 -0.304 0.602 0.219
H 5.297 1.047 1.071 0.574 0.159 0.044 0.200
H 6.560 1.124 3.127 -0.035 -0.163 0.203 0.215
H 9.068 1.024 3.070 -0.159 0.373 -0.229 0.227
H 10.198 1.345 0.852 -0.105 -0.350 0.212 0.227
H 8.912 1.045 -1.247 0.069 0.138 0.273 0.232
H 7.274 3.385 -1.541 0.303 -0.192 -0.369 0.223
H 8.300 4.578 -3.494 -0.333 -0.477 -0.163 0.226

Record 4
36
Properties=species:S:1:pos:R:3:forces:R:3:nbo_charge:R:1 method="wB97M-V/def2-TZVPD" gap_ev=10.168 energy_ha=-1205.2519 total_charge=0 relative_energy_kcal_mol=61.8 homo_energy_ev=-9.4 spin_multiplicity=1 lumo_energy_ev=0.768
C -2.544 -2.177 -0.285 -0.027 0.193 -0.004 -0.616
C -2.961 -0.701 -0.053 0.439 -0.621 0.193 -0.434
C -2.096 0.005 1.009 -1.233 0.160 0.201 -0.078
O -1.340 1.081 0.464 0.172 -0.424 0.270 -0.531
C -0.081 1.310 1.062 0.645 0.232 -0.454 0.092
C -0.140 1.395 2.594 -0.198 0.042 0.425 -0.110
O 1.178 1.364 3.170 -0.185 -0.749 -0.739 -0.711
S 1.740 -0.183 3.437 -0.165 -0.497 0.747 1.761
O 3.087 -0.155 2.941 0.497 0.208 -0.182 -0.929
O 0.882 -1.150 2.425 0.102 1.119 0.057 -0.718
C 1.139 -0.990 1.017 -0.335 -0.436 -1.022 -0.088
C 1.086 0.443 0.503 -0.248 0.272 0.635 -0.337
C 1.171 0.471 -1.003 -0.137 -0.096 0.587 0.063
C 0.166 0.080 -1.859 -0.724 -0.319 0.596 -0.237
C 0.358 0.116 -3.213 -1.101 -0.484 -0.896 -0.198
C 1.543 0.507 -3.764 0.780 0.341 -0.685 -0.213
C 2.552 0.907 -2.921 0.756 0.118 -0.292 -0.210
C 2.352 0.881 -1.570 0.885 0.332 0.868 -0.217
H -3.422 -2.819 -0.215 0.059 -0.104 -0.295 0.214
H -2.047 -2.326 -1.245 -0.120 -0.073 -0.016 0.211
H -1.857 -2.542 0.482 -0.007 0.130 0.043 0.200
H -2.948 -0.141 -0.988 -0.004 0.092 0.085 0.222
H -3.993 -0.728 0.295 -0.014 0.263 -0.001 0.210
H -1.516 -0.743 1.551 0.367 0.168 -0.171 0.178
H -2.793 0.430 1.745 0.178 0.039 0.063 0.170
H 0.205 2.313 0.732 -0.198 0.024 -0.069 0.199
H -0.595 2.345 2.872 0.139 0.038 0.077 0.206
H -0.722 0.613 3.087 -0.176 -0.001 -0.373 0.189
H 0.368 -1.561 0.494 -0.087 -0.114 0.316 0.198
H 2.082 -1.461 0.735 0.137 0.139 0.280 0.209
H 1.985 0.951 0.857 -0.027 -0.032 0.071 0.240
H -0.786 -0.256 -1.477 0.033 0.028 0.028 0.220
H -0.453 -0.188 -3.866 0.005 -0.021 0.030 0.209
H 1.716 0.514 -4.833 -0.196 -0.037 -0.032 0.215
H 3.526 1.218 -3.276 -0.067 0.019 -0.255 0.214
H 3.156 1.175 -0.903 0.056 0.052 -0.086 0.208

Record 5
74
Properties=species:S:1:pos:R:3:forces:R:3:mulliken_charge:R:1 method="wB97M-V/def2-TZVPD" gap_ev="5.492 / 5.511" energy_ha=-4741.1405 total_charge=0 relative_energy_kcal_mol=49.6 homo_energy_ev="-7.1 / -7.1" spin_multiplicity=1 lumo_energy_ev="-1.584 / -1.577"
Tl -0.206 -0.281 -0.481 -0.865 -0.386 0.485 1.918
C -1.066 -5.734 -2.483 0.054 -0.036 0.004 -0.426
C -1.583 -5.441 -1.232 -0.016 -0.160 0.011 -0.830
C -1.888 -4.139 -0.886 0.060 0.300 -0.031 0.203
C -1.669 -3.107 -1.801 0.025 -0.944 -0.142 -0.485
C -1.125 -3.405 -3.053 -0.179 0.086 0.207 -0.309
C -0.836 -4.711 -3.390 -0.028 -0.094 0.017 -0.746
N -1.924 -1.777 -1.503 0.558 1.335 0.300 0.205
C -3.093 -1.255 -1.256 0.548 -0.046 -0.195 0.804
C -4.316 -1.996 -1.189 -0.445 -0.260 0.029 -0.806
C -5.514 -1.379 -1.035 0.409 -0.384 -0.101 -0.729
C -5.614 0.031 -0.938 0.091 0.682 0.007 -0.701
C -4.495 0.795 -1.018 -0.396 0.033 -0.054 -0.791
C -3.215 0.195 -1.164 -0.536 0.067 0.272 0.295
N -2.109 0.899 -1.295 1.455 0.195 -0.150 1.155
N -2.043 2.135 -1.603 -1.877 -0.326 0.392 -1.361
C -0.812 2.617 -1.934 0.913 0.091 -0.164 0.189
C -0.761 3.935 -2.420 0.093 -0.239 0.126 -0.718
C 0.436 4.420 -2.891 0.133 -0.155 0.088 -0.271
C 1.550 3.584 -2.877 0.087 -0.041 0.053 -0.933
C 1.420 2.305 -2.360 0.408 0.290 -0.309 -0.528
N 0.278 1.843 -1.888 -0.494 -0.603 0.417 0.434
H -0.819 -6.753 -2.740 0.006 -0.109 -0.039 0.397
H -1.749 -6.232 -0.515 0.000 -0.078 0.052 0.388
H -2.266 -3.904 0.099 -0.047 0.055 0.071 0.548
H -0.928 -2.605 -3.748 0.060 0.134 -0.045 0.360
H -0.419 -4.928 -4.361 0.082 -0.016 -0.088 0.411
H -4.247 -3.069 -1.273 -0.067 -0.078 -0.009 0.504
H -6.419 -1.968 -0.992 -0.049 -0.107 0.011 0.420
H -6.587 0.483 -0.808 -0.008 0.078 0.028 0.395
H -4.520 1.874 -0.961 -0.088 0.021 0.019 0.444
H -1.671 4.512 -2.441 -0.123 0.027 0.021 0.547
H 0.517 5.425 -3.281 -0.052 0.044 -0.033 0.417
H 2.499 3.911 -3.269 0.107 0.002 -0.033 0.473
H 2.261 1.627 -2.355 0.085 -0.072 0.003 0.347
C 3.159 -0.122 -0.274 -0.026 -0.112 -0.104 -0.227
C 2.750 -0.420 1.115 -0.039 -0.024 0.405 0.571
C 3.698 -0.381 2.159 0.004 -0.062 0.232 -0.994
C 3.328 -0.770 3.411 0.026 0.007 -0.181 -0.818
C 2.006 -1.193 3.662 -0.167 0.071 -0.391 1.239
C 1.601 -1.656 4.925 -0.262 -0.078 0.139 -0.983
C 0.294 -2.020 5.124 0.443 0.040 0.173 -0.641
C -0.639 -1.882 4.099 0.034 0.120 -0.498 -0.746
C -0.286 -1.414 2.842 -0.108 0.070 0.139 0.963
S -1.540 -1.160 1.682 0.140 0.323 -1.144 -0.415
C 1.084 -1.116 2.579 0.121 -0.191 0.940 -0.503
N 1.507 -0.758 1.355 -0.105 0.267 -1.211 0.119
H 3.593 -1.018 -0.719 0.018 0.056 -0.126 0.437
H 3.894 0.677 -0.330 0.039 0.081 0.021 0.562
H 2.288 0.135 -0.871 0.173 0.056 -0.129 -1.050
H 4.706 -0.071 1.935 0.139 0.034 0.010 0.531
H 4.029 -0.766 4.231 0.169 -0.021 0.075 0.428
H 2.332 -1.726 5.717 0.061 -0.002 0.088 0.390
H -0.029 -2.398 6.083 0.000 -0.014 0.070 0.383
H -1.672 -2.137 4.280 -0.097 0.011 0.007 0.479
F 1.730 -2.101 -4.369 -0.418 -0.065 -0.812 -0.313
B 2.086 -2.020 -3.060 0.067 -0.033 0.136 0.052
F 1.056 -1.228 -2.367 -0.705 0.629 0.653 -0.107
F 2.145 -3.231 -2.437 -0.044 -0.756 0.420 -0.394
F 3.268 -1.332 -2.907 0.810 0.592 0.037 -0.365
C -0.281 4.708 1.420 0.237 -0.351 0.000 -1.065
As 0.991 3.244 1.677 0.527 1.449 0.809 0.190
C 1.205 2.975 3.601 -0.063 -0.049 -0.398 -1.086
C 2.745 3.865 1.051 -0.386 -0.198 0.087 -1.013
O 0.498 1.883 0.956 -0.431 -1.192 -0.717 0.061
H -0.023 5.560 2.046 0.048 0.024 0.040 0.425
H -1.275 4.342 1.680 0.098 -0.034 0.015 0.341
H -0.280 5.004 0.371 0.063 -0.076 0.038 0.283
H 1.388 3.913 4.119 0.003 0.080 -0.020 0.427
H 2.045 2.298 3.758 -0.010 0.004 -0.063 0.279
H 0.302 2.502 3.987 -0.010 0.046 -0.071 0.351
H 3.011 4.800 1.542 -0.039 0.012 0.025 0.431
H 2.730 4.007 -0.031 -0.114 -0.035 0.087 0.261
H 3.485 3.103 1.302 -0.100 0.017 0.001 0.295

Record 6
6
Properties=species:S:1:pos:R:3:forces:R:3:nbo_charge:R:1 method="wB97M-V/def2-TZVPD" gap_ev=9.480 energy_ha=-2441.8393 total_charge=0 relative_energy_kcal_mol=36.0 homo_energy_ev=-8.9 spin_multiplicity=1 lumo_energy_ev=0.619
C -0.470 -0.096 -0.069 0.255 -2.267 -5.175 -0.773
Se 1.514 0.262 -0.175 -1.163 -0.405 -1.207 0.043
H -0.632 -0.766 -1.360 0.171 2.006 4.117 0.191
H -0.549 -0.930 0.680 -0.703 1.448 -0.668 0.236
H -1.102 0.845 -0.196 0.859 -1.664 0.874 0.241
H 1.239 0.685 1.120 0.580 0.882 2.059 0.062